(1)
The following is a DFT calculation (ωB97M-V/def2-TZVPD) of a molecular structure, C17H23O2V at a distorted geometry.

Results
**Calculated total energy**: -47778.458 eV
**E_LUMO (alpha / beta)**: 4.878 / 4.870 eV
**<S²>**: 2.022
**2S+1**: 3
**Frontier orbital gap (alpha / beta)**: 1.611 / 3.855 eV
**Total charge**: -2

Geometry (Å):
V: 0.06907 0.48844 1.08631
C: 1.85603 0.59207 2.41440
C: 2.24482 -0.29550 1.34645
C: 2.21794 0.43737 0.12650
H: 2.57737 -1.32615 1.45928
C: 1.78210 1.77256 0.41328
C: 1.59953 1.87788 1.84020
H: 1.38140 2.78637 2.39693
H: 1.86079 0.35715 3.47595
H: 2.60061 0.08767 -0.82986
H: 1.69924 2.58253 -0.30893
C: -2.09114 0.36413 1.95292
C: -1.39522 1.56104 2.34425
C: -1.15717 2.33081 1.14830
H: -1.16790 1.85775 3.36644
C: -1.67648 1.59127 0.03143
C: -2.26631 0.39108 0.53644
H: -2.82497 -0.33877 -0.04705
H: -2.53417 -0.35360 2.64189
H: -0.73363 3.33165 1.09607
H: -1.72949 1.95246 -0.99199
O: -0.11087 -0.80027 -1.10372
C: -0.21987 -0.31644 -2.72775
C: 0.46104 -1.63561 -3.07199
C: 0.56205 0.95114 -2.90582
C: -1.68779 -0.24579 -3.05886
C: 0.45934 -2.01227 -1.59819
H: 1.46772 -1.51497 -3.48799
H: -0.15504 -2.29511 -3.69199
H: -0.20238 -2.84860 -1.34367
H: 1.45567 -2.17137 -1.16222
H: 0.55093 1.23112 -3.96594
H: 1.60128 0.82046 -2.58277
H: 0.11078 1.76641 -2.32448
H: -1.82232 -0.41324 -4.13482
H: -2.08685 0.73870 -2.80137
H: -2.24610 -1.01346 -2.50674
C: 0.07501 -1.99966 3.26092
C: -0.29848 -1.67302 1.86058
O: -0.74740 -2.39973 1.00655
H: -0.36346 -1.25200 3.93857
H: 1.16838 -1.95996 3.37233
H: -0.28407 -3.00453 3.53017

Löwdin atomic charge list, values in e, 4 entries:
1 V 0.385
2 C -0.223
3 C -0.196
4 C -0.190

(2)
The following is a DFT calculation (ωB97M-V/def2-TZVPD) of a molecular structure, C27H20N7O4STc at a distorted geometry.

Results
**Calculated total energy**: -59974.138 eV
**E_LUMO (alpha / beta)**: -3.430 / -4.884 eV
**Energy relative to the best compared isomer or geometry (same formula, charge and spin)**: 0.0 kcal per mole
**<S²>**: 3.778
**2S+1**: 4
**Frontier orbital gap (alpha / beta)**: 8.011 / 6.656 eV
**Total charge**: +1

Geometry (Å):
Tc: -1.38669 0.71364 0.94659
O: 1.26670 3.12346 2.86650
C: 0.43397 2.33427 2.52150
O: 0.00143 2.12654 1.29477
C: -0.22803 1.38838 3.51960
C: -0.00556 1.30885 4.87632
C: -0.70219 0.34641 5.60460
C: -1.58671 -0.51655 4.96121
C: -1.75421 -0.37957 3.60101
N: -1.08731 0.55812 2.92150
C: -2.63513 -1.23375 2.69404
O: -3.27449 -2.14881 3.13464
O: -2.57266 -0.84743 1.44021
H: 0.69873 1.98461 5.34104
H: -0.55175 0.26826 6.67290
H: -2.13825 -1.28550 5.48394
S: -5.32963 2.64050 -0.01158
C: -5.15361 2.73048 1.68907
C: -3.94827 2.26321 2.11808
C: -3.11369 1.83974 1.05215
C: -3.74790 1.98775 -0.16436
C: -3.08920 1.55041 -1.36817
C: -3.59056 1.65149 -2.66226
C: -2.82264 1.21298 -3.72176
C: -1.54866 0.70794 -3.47377
C: -1.11348 0.62884 -2.17183
N: -1.86932 1.00381 -1.12815
H: -5.96295 3.12130 2.28562
H: -3.67245 2.24508 3.16396
H: -4.57246 2.07719 -2.81547
H: -3.19779 1.27728 -4.73414
H: -0.90747 0.38356 -4.28017
H: -0.12065 0.26897 -1.94336
C: 2.37977 -0.25852 0.83763
C: 1.32912 -1.16635 0.31370
N: 0.02504 -0.93725 0.28467
C: -0.57533 -2.04410 -0.29341
C: 0.38368 -2.94167 -0.61517
N: 1.58329 -2.37994 -0.22597
C: 2.87477 -3.00631 -0.38710
N: 3.73572 -2.20266 -1.21040
N: 5.06332 -2.16792 -0.92904
N: 5.65088 -1.42015 -1.76877
C: 4.72381 -0.92275 -2.65804
C: 4.86133 -0.04057 -3.73012
C: 3.71905 0.29889 -4.41892
C: 2.46509 -0.23179 -4.07060
C: 2.30827 -1.10984 -3.01952
C: 3.46440 -1.43903 -2.31040
H: 1.92363 0.62353 1.27491
H: 3.04509 0.07090 0.03743
H: 2.99036 -0.75790 1.59218
H: -1.64358 -2.11888 -0.39975
H: 0.32428 -3.91134 -1.07820
H: 2.71853 -3.99231 -0.82488
H: 3.37699 -3.12722 0.57256
H: 5.83325 0.34932 -3.99962
H: 3.77989 0.98590 -5.25198
H: 1.59936 0.05550 -4.65419
H: 1.34288 -1.53898 -2.78128

Löwdin atomic charge list, values in e, 4 entries:
1 Tc 1.728
2 O 0.148
3 C -0.557
4 O -0.176

(3)
The following is a DFT calculation (ωB97M-V/def2-TZVPD) of a molecular structure, C41H61BiN4O4S2Se at a distorted geometry.

Results
**Calculated total energy**: -150512.238 eV
**E_LUMO**: 3.985 eV
**Energy relative to the best compared isomer or geometry (same formula, charge and spin)**: 63.5 kcal per mole
**2S+1**: 1
**Frontier orbital gap**: 5.930 eV
**Total charge**: -2

Geometry (Å):
Bi: 16.47077 9.81701 10.40957
C: 7.78135 12.90581 10.09315
C: 9.27486 13.25918 9.85369
C: 9.50531 14.50140 10.70548
C: 9.53070 13.48050 8.30588
C: 10.15905 12.09985 10.20130
C: 11.50945 12.30298 10.56545
C: 12.41150 11.25668 10.72439
Se: 14.09684 11.72756 11.59575
C: 14.72644 13.14155 10.35118
C: 14.18319 14.35791 10.47887
C: 14.60659 15.46533 9.77088
C: 15.75194 15.26161 8.99983
C: 16.39024 13.97753 8.78496
C: 15.76896 12.86057 9.41867
O: 16.13120 11.64330 9.11488
C: 17.61428 13.75936 7.94701
C: 17.21722 13.18678 6.53976
C: 18.30538 15.12238 7.63372
C: 18.60536 12.85444 8.63697
C: 13.85667 16.87501 9.73186
C: 13.38309 17.24251 11.12288
C: 14.83036 17.99246 9.30179
C: 12.60016 16.61191 8.87002
C: 12.14294 9.92196 10.33248
O: 13.07376 9.07823 10.22216
C: 10.76791 9.71544 9.89634
C: 9.87760 10.81599 9.86674
C: 10.29739 8.31574 9.51220
C: 11.13738 7.57960 8.41773
C: 10.37405 7.45348 10.83416
C: 8.83543 8.32790 9.14778
H: 7.22514 13.80251 9.90076
H: 7.61098 12.47485 11.03246
H: 7.35311 12.16780 9.38757
H: 8.72581 15.24238 10.64279
H: 10.44465 15.02680 10.46990
H: 9.53931 14.14172 11.77313
H: 9.30298 14.53972 7.98171
H: 8.79776 12.77073 7.73480
H: 10.52960 13.25798 8.00806
H: 11.94368 13.24952 10.78863
H: 13.49895 14.55080 11.30302
H: 16.20585 16.02191 8.38689
H: 16.54798 13.95508 6.09475
H: 16.73312 12.20164 6.61655
H: 18.14251 13.06059 5.82966
H: 17.65585 15.91754 7.14056
H: 19.08525 14.90093 6.89027
H: 18.84512 15.54102 8.46727
H: 18.12984 11.89961 8.73741
H: 18.93032 13.24103 9.62673
H: 19.50992 12.71482 7.99029
H: 14.14919 17.60072 11.84582
H: 12.88861 16.42071 11.61493
H: 12.67722 18.04747 10.98192
H: 15.78288 17.75857 9.68090
H: 14.41765 18.94235 9.65888
H: 14.99402 18.04242 8.21197
H: 11.87356 15.87455 9.29527
H: 12.81962 16.14446 7.89933
H: 12.09636 17.55323 8.67544
H: 8.83579 10.51490 9.58728
H: 12.02649 7.20927 8.89764
H: 11.38715 8.31977 7.61977
H: 10.68874 6.72253 7.99104
H: 11.31901 7.37502 11.38591
H: 10.10293 6.43945 10.60396
H: 9.64644 7.90408 11.51277
H: 8.52089 8.78784 8.22031
H: 8.24787 8.76513 9.96905
H: 8.52154 7.30342 9.01327
C: 16.03656 8.92914 5.76642
C: 16.48441 8.76906 7.22582
N: 15.64160 8.51620 8.16843
O: 14.34035 8.51817 7.79798
C: 17.87368 8.99902 7.65208
C: 18.98822 8.82032 6.70147
N: 18.13258 9.47164 8.82699
O: 19.36471 9.83239 9.01357
H: 15.06091 9.30822 5.90055
H: 16.09648 7.91872 5.23501
H: 16.68981 9.62898 5.15800
H: 13.79509 8.71680 8.61462
H: 19.33451 9.86967 6.49320
H: 18.57736 8.43024 5.82984
H: 19.76654 8.11341 7.14631
S: 18.15380 11.13074 11.85318
C: 19.32211 9.96956 12.31352
C: 20.63381 10.48146 12.43595
C: 21.68898 9.69246 12.87500
C: 21.40861 8.35628 13.17967
C: 20.17126 7.80924 12.98146
C: 19.09583 8.58127 12.49384
S: 17.64883 7.77714 12.04227
H: 20.74526 11.52918 12.12569
H: 22.67881 10.13458 12.86618
H: 22.17276 7.66791 13.56330
H: 19.98177 6.77243 13.23904
N: 14.45818 8.57071 12.91072
C: 13.87392 8.63580 14.20683
C: 14.77098 9.22316 15.23596
C: 15.58384 10.37652 14.78724
N: 17.09046 10.16797 15.04002
H: 13.74783 8.36001 12.26047
H: 15.17434 7.84577 12.85406
H: 13.52592 7.63106 14.47626
H: 13.07712 9.36495 14.12385
H: 15.44723 8.48668 15.69034
H: 14.17419 9.56554 16.08614
H: 15.32206 11.26298 15.35059
H: 15.38783 10.55614 13.73173
H: 17.63148 11.01244 15.04594
H: 17.50794 9.56948 14.34062

Löwdin atomic charge list, values in e, 4 entries:
1 Bi 1.464
2 C -0.071
3 C -0.534
4 C -0.064

(4)
The following is a DFT calculation (ωB97M-V/def2-TZVPD) of 3 unconnected molecules or ions with the total composition C27H31F16IN3O3 at a distorted geometry.

Results
**Calculated total energy**: -90686.631 eV
**E_LUMO**: -3.044 eV
**2S+1**: 1
**Frontier orbital gap**: 8.919 eV
**Total charge**: +1

Geometry (Å):
C: -0.02691 0.50799 -3.99141
C: 1.07731 -0.21827 -3.91134
C: 1.68925 -0.70467 -2.61966
C: 1.94030 0.43618 -1.60898
C: 1.50735 -0.09011 -0.24796
N: 1.87122 0.78960 0.92488
C: 1.89977 -0.10490 2.15371
C: 0.71345 -1.01639 2.31949
N: 0.74200 -2.19215 1.86228
C: 0.93324 1.93456 1.06323
C: 0.10124 2.08652 2.16635
C: -0.78411 3.15977 2.24107
C: -0.85557 4.09856 1.21936
C: 0.00769 3.96064 0.13088
C: 0.89201 2.89388 0.05560
C: 3.28526 1.34177 0.79318
C: 4.06956 0.82057 -0.39139
C: 5.31053 1.72738 -0.50014
C: 6.00089 1.53320 -1.82617
O: 6.56028 0.55730 -2.15423
I: 5.92760 3.21079 -3.19601
N: 3.33466 0.91023 -1.64726
H: -0.26783 1.01628 -4.91069
H: -0.69466 0.64120 -3.15110
H: 1.59569 -0.46227 -4.82857
H: 2.60682 -1.24760 -2.83518
H: 0.98625 -1.40939 -2.17001
H: 1.28293 1.23795 -1.92712
H: 0.42624 -0.15046 -0.26848
H: 1.92636 -1.07903 -0.10866
H: 2.06991 0.51221 3.02761
H: 2.76729 -0.74622 2.03403
H: -0.14334 -0.65010 2.88110
H: -0.14265 -2.64629 2.08851
H: 0.09450 1.39547 2.99019
H: -1.43304 3.24904 3.09713
H: -1.55684 4.91248 1.27202
H: -0.03913 4.69850 -0.65322
H: 1.54514 2.85078 -0.80213
H: 3.85030 1.07766 1.67904
H: 3.25902 2.42282 0.75185
H: 4.46326 -0.19009 -0.23276
H: 6.03284 1.53744 0.29222
H: 4.99311 2.76338 -0.43797
H: 3.79480 0.35409 -2.35504
C: 1.15823 -2.88704 6.41701
C: 1.55313 -4.17454 5.67206
C: 0.64408 -4.64228 4.53387
F: -0.59065 -4.95067 4.97731
F: 1.16316 -5.75569 3.97311
F: 1.73410 -5.17207 6.55452
F: 2.76339 -3.91718 5.09100
O: 0.50003 -3.02420 7.65787
C: -0.87035 -3.12153 7.73268
C: -1.30468 -4.44725 8.36141
F: -0.87188 -5.47961 7.61246
F: -2.65277 -4.48680 8.40637
F: -1.45292 -2.92119 6.53235
F: -1.29550 -2.13177 8.54411
H: 2.10662 -2.41670 6.67399
H: 0.64116 -2.18384 5.76167
H: 0.56041 -3.87988 3.75449
H: -0.89911 -4.53963 9.37079
C: -4.87183 1.18006 -4.46974
C: -3.53100 1.78494 -4.92020
C: -3.56455 3.14344 -5.62230
F: -4.23543 3.07670 -6.78371
F: -2.28937 3.51702 -5.89610
F: -2.85666 0.89084 -5.66972
F: -2.79510 1.98464 -3.77909
O: -5.43881 0.18156 -5.29220
C: -6.27967 0.50382 -6.33465
C: -5.70984 0.03028 -7.67364
F: -4.52484 0.62817 -7.91357
F: -6.56533 0.36899 -8.65941
F: -6.57580 1.81533 -6.35272
F: -7.43489 -0.16180 -6.13425
H: -4.64246 0.65531 -3.54311
H: -5.59552 1.95144 -4.20529
H: -4.01997 3.90319 -4.98081
H: -5.56938 -1.05238 -7.66479

Löwdin atomic charge list, values in e, 4 entries:
1 C 0.014
2 C -0.150
3 C -0.134
4 C -0.304